[1]
This record from OMol25 describes a structure of composition C67H81AsBBiGeN6O3S3 at a distorted geometry. The level of theory is wB97M-V/def2-TZVPD.

The total charge is +2. As for the spin multiplicity: 1. Its total energy is -242241.26497 eV.

Each line ends with the Mulliken charge.
Element x y z (Å)
Bi (-1.219, 0.839, 0.074)  2.1628
C (-1.500, -2.054, -4.291)  -2.1729
C (-0.250, -2.207, -3.503)  -0.0751
C (0.934, -2.634, -4.049)  -0.6436
C (2.091, -2.702, -3.230)  -0.4892
N (1.999, -2.488, -1.947)  -0.0385
N (0.838, -2.162, -1.377)  1.1446
B (0.861, -2.493, 0.107)  -1.1062
N (-0.402, -2.610, 0.868)  -0.5838
N (0.115, -3.761, 0.429)  0.5194
C (-0.427, -4.929, 0.590)  0.6483
C (-1.609, -4.935, 1.385)  -1.2858
C (-2.150, -3.782, 1.891)  0.3645
C (-3.371, -3.777, 2.724)  -1.7885
C (-1.532, -2.504, 1.579)  0.3079
S (-2.190, -1.033, 2.015)  0.0361
C (0.185, -6.138, -0.052)  2.5126
C (-0.906, -6.856, -0.858)  -1.7551
C (1.334, -5.722, -0.971)  -1.6710
C (0.718, -7.056, 1.053)  -1.7873
N (2.144, -2.256, 0.860)  0.1933
N (3.073, -3.224, 0.788)  0.0851
C (4.195, -3.097, 1.434)  0.0741
C (4.462, -1.936, 2.213)  -0.8847
C (3.520, -0.960, 2.334)  0.1947
C (3.715, 0.266, 3.144)  -1.3760
C (2.290, -1.143, 1.625)  0.3474
S (1.040, -0.023, 1.755)  0.0718
C (5.251, -4.175, 1.335)  2.1186
C (5.694, -4.598, 2.742)  -1.8850
C (4.758, -5.415, 0.590)  -1.5190
C (6.445, -3.569, 0.583)  -1.3906
C (-0.276, -1.909, -2.106)  1.3032
S (-1.732, -1.357, -1.399)  -0.5359
C (3.453, -3.055, -3.782)  2.3988
C (3.878, -2.023, -4.837)  -1.9508
C (3.399, -4.458, -4.407)  -1.7278
C (4.466, -3.075, -2.641)  -1.8020
H (-1.327, -2.211, -5.352)  0.4938
H (-1.917, -1.059, -4.130)  0.3931
H (-2.250, -2.766, -3.945)  0.3884
H (0.986, -2.899, -5.094)  0.5938
H (-2.081, -5.882, 1.593)  0.4235
H (-3.741, -4.782, 2.905)  0.4256
H (-4.151, -3.189, 2.240)  0.2687
H (-3.167, -3.284, 3.674)  0.3802
H (-1.391, -6.169, -1.548)  0.3341
H (-1.661, -7.288, -0.208)  0.4495
H (-0.456, -7.660, -1.431)  0.4448
H (0.961, -5.140, -1.812)  0.1266
H (1.818, -6.614, -1.359)  0.7473
H (2.070, -5.130, -0.433)  -0.1472
H (-0.073, -7.359, 1.733)  0.3943
H (1.496, -6.551, 1.618)  0.3411
H (1.141, -7.950, 0.604)  0.4743
H (5.405, -1.830, 2.723)  0.5054
H (4.739, 0.355, 3.489)  0.4693
H (3.049, 0.246, 4.005)  0.3965
H (3.444, 1.144, 2.560)  0.0182
H (4.858, -4.993, 3.314)  0.4052
H (6.136, -3.775, 3.296)  0.3246
H (6.446, -5.377, 2.654)  0.4864
H (3.930, -5.884, 1.113)  0.2056
H (5.568, -6.136, 0.526)  0.5173
H (4.443, -5.171, -0.419)  0.1089
H (6.827, -2.687, 1.089)  0.3600
H (6.160, -3.290, -0.428)  0.0780
H (7.246, -4.301, 0.529)  0.4896
H (3.146, -1.934, -5.635)  0.3368
H (4.823, -2.324, -5.281)  0.5173
H (4.013, -1.046, -4.380)  0.3043
H (2.796, -4.488, -5.309)  0.4355
H (3.007, -5.183, -3.697)  0.2232
H (4.408, -4.766, -4.671)  0.4800
H (4.549, -2.097, -2.177)  0.3268
H (5.440, -3.369, -3.017)  0.5871
H (4.145, -3.785, -1.886)  -0.0205
O (-3.735, 0.564, 0.183)  0.3205
C (-4.462, 1.684, -0.350)  3.0365
C (-3.549, 2.390, -1.394)  -0.6900
O (-3.930, 3.307, -2.071)  -0.6363
O (-2.320, 1.940, -1.454)  -0.3725
C (-4.814, 2.649, 0.785)  0.0024
C (-4.996, 2.149, 2.068)  -0.5990
C (-5.444, 2.974, 3.082)  -0.5747
C (-5.692, 4.313, 2.840)  -0.7107
C (-5.496, 4.821, 1.567)  -0.7991
C (-5.080, 3.991, 0.539)  -0.4817
C (-5.807, 1.215, -0.902)  -0.0127
C (-6.581, 2.038, -1.710)  -0.4761
C (-7.852, 1.644, -2.089)  -0.9607
C (-8.370, 0.430, -1.672)  -0.5833
C (-7.596, -0.400, -0.881)  -1.0709
C (-6.332, -0.005, -0.485)  -0.3370
H (-3.991, -0.210, -0.347)  0.0553
H (-4.811, 1.105, 2.270)  0.4282
H (-5.614, 2.564, 4.067)  0.5103
H (-6.047, 4.949, 3.635)  0.4853
H (-5.687, 5.864, 1.370)  0.4579
H (-4.975, 4.385, -0.459)  0.4958
H (-6.191, 2.983, -2.046)  0.4348
H (-8.448, 2.300, -2.702)  0.4465
H (-9.367, 0.132, -1.954)  0.4291
H (-7.981, -1.354, -0.552)  0.4310
H (-5.788, -0.657, 0.188)  0.6583
C (0.616, 0.922, -5.245)  -1.5852
C (1.479, 0.752, -4.007)  0.3384
As (0.687, 1.374, -2.243)  0.5927
C (2.439, 1.076, -1.296)  2.0905
C (3.595, 2.001, -1.655)  -1.7833
C (0.802, 3.313, -2.672)  0.0346
C (-0.485, 3.893, -3.241)  -1.2459
H (1.128, 0.495, -6.107)  0.4121
H (0.438, 1.976, -5.443)  0.3685
H (-0.342, 0.422, -5.125)  0.2152
H (2.408, 1.314, -4.143)  0.6858
H (1.739, -0.298, -3.884)  -0.7581
H (2.736, 0.037, -1.483)  -0.6237
H (2.249, 1.152, -0.223)  -0.4977
H (3.970, 1.802, -2.657)  0.3478
H (4.414, 1.850, -0.953)  0.4958
H (3.300, 3.048, -1.607)  0.2163
H (1.616, 3.427, -3.397)  0.7052
H (1.068, 3.866, -1.769)  -0.2676
H (-0.777, 3.383, -4.156)  0.2521
H (-0.349, 4.949, -3.466)  0.4392
H (-1.306, 3.807, -2.535)  -0.0344
C (-1.307, 2.647, 1.974)  -0.8258
C (-1.953, 2.846, 2.999)  -0.0248
C (-2.539, 3.273, 4.206)  0.4595
C (-2.542, 4.662, 4.408)  -0.0998
C (-2.953, 5.179, 5.618)  -0.7919
C (-3.386, 4.333, 6.628)  -0.5626
C (-3.399, 2.962, 6.426)  -0.7043
C (-2.968, 2.425, 5.228)  -0.1336
H (-2.186, 5.313, 3.621)  0.5361
H (-2.919, 6.245, 5.781)  0.4660
H (-3.697, 4.742, 7.574)  0.4363
H (-3.736, 2.306, 7.213)  0.4557
H (-2.953, 1.356, 5.076)  0.5880
Ge (0.159, 3.577, 1.127)  0.9970
C (-0.559, 5.147, 0.177)  -0.1816
C (-1.919, 5.295, -0.053)  0.0896
C (-2.383, 6.342, -0.830)  -0.3295
C (-1.489, 7.242, -1.385)  -0.8609
C (-0.131, 7.113, -1.137)  -0.8547
C (0.333, 6.074, -0.351)  0.0970
C (1.698, 3.809, 2.335)  0.1613
C (2.943, 3.968, 1.736)  -0.0310
C (4.068, 4.206, 2.505)  -0.8107
C (3.953, 4.270, 3.885)  -0.6363
C (2.723, 4.068, 4.489)  -0.7520
C (1.595, 3.849, 3.716)  -0.3305
H (0.746, 2.623, 0.067)  -0.4501
H (-2.622, 4.591, 0.375)  -0.1037
H (-3.442, 6.451, -1.000)  0.4100
H (-1.847, 8.054, -2.001)  0.4216
H (0.566, 7.827, -1.547)  0.4461
H (1.393, 5.984, -0.141)  0.4725
H (3.027, 3.908, 0.658)  0.3028
H (5.031, 4.339, 2.032)  0.4390
H (4.821, 4.483, 4.490)  0.4199
H (2.640, 4.087, 5.566)  0.4553
H (0.633, 3.718, 4.191)  0.4432


[2]
This record from OMol25 describes a structure of composition C40H32BrClIrN4O2PS2. The level of theory is wB97M-V/def2-TZVPD.

As for the spin multiplicity: 1. Its total energy is -168421.72243 eV.

Each line ends with the Mulliken charge.
Element x y z (Å)
Ir (-0.397, -0.242, 0.839)  3.8292
S (-2.205, -1.682, 0.763)  -0.7923
C (-1.697, -2.114, -0.844)  0.5474
C (-2.329, -2.976, -1.739)  -0.8168
C (-1.734, -3.185, -2.965)  -0.2321
C (-0.537, -2.546, -3.276)  -1.0291
C (0.013, -1.691, -2.343)  -0.4680
N (-0.556, -1.475, -1.157)  0.0284
H (-3.257, -3.458, -1.466)  0.4889
H (-2.198, -3.849, -3.684)  0.4171
H (-0.049, -2.703, -4.228)  0.4800
H (0.930, -1.144, -2.519)  0.4774
Br (5.154, 4.899, -2.576)  -0.1851
C (4.260, 4.149, -1.088)  -0.0364
C (4.472, 4.681, 0.175)  -0.2591
N (3.873, 4.208, 1.264)  -0.6448
C (3.038, 3.184, 1.113)  -0.4608
C (2.768, 2.591, -0.115)  0.1676
C (3.398, 3.083, -1.248)  -0.7534
C (1.792, 1.465, -0.230)  0.5989
O (1.212, 1.150, 0.879)  -1.0726
O (1.570, 0.949, -1.326)  -0.7566
H (5.150, 5.517, 0.306)  0.3977
H (2.542, 2.813, 2.001)  0.6640
H (3.197, 2.640, -2.214)  0.5856
Cl (-0.292, -0.867, 4.061)  -0.2543
C (-0.498, 0.406, 2.772)  -0.4601
H (0.302, 1.116, 2.965)  0.3112
H (-1.437, 0.869, 3.063)  0.3073
S (3.921, -5.164, 2.392)  -0.1244
C (2.758, -3.883, 1.956)  0.0888
C (1.424, -3.980, 2.312)  -0.7842
C (0.557, -2.962, 1.960)  -0.3133
N (0.949, -1.883, 1.276)  -0.2645
C (2.240, -1.793, 0.927)  -0.3935
C (3.170, -2.760, 1.252)  -0.6702
C (3.798, -6.134, 0.898)  0.3759
C (4.675, -5.926, -0.157)  -0.1823
C (4.537, -6.707, -1.295)  -0.3756
N (3.611, -7.652, -1.435)  -0.5855
C (2.783, -7.848, -0.412)  -0.3790
C (2.836, -7.125, 0.771)  -0.1906
H (1.056, -4.829, 2.871)  0.4737
H (-0.492, -3.005, 2.212)  0.5819
H (2.515, -0.932, 0.342)  0.4020
H (4.201, -2.636, 0.954)  0.4754
H (5.448, -5.173, -0.094)  0.3767
H (5.207, -6.563, -2.135)  0.3599
H (2.038, -8.625, -0.539)  0.3594
H (2.142, -7.329, 1.575)  0.3562
C (0.540, 5.467, 0.455)  -0.4311
C (0.106, 4.846, 1.620)  -1.0108
C (-0.612, 3.665, 1.551)  -0.3791
C (-0.912, 3.089, 0.316)  -0.0601
C (-0.482, 3.718, -0.845)  -0.0448
C (0.242, 4.904, -0.774)  -0.8401
P (-1.757, 1.466, 0.314)  1.3277
C (-2.453, 1.290, -1.362)  0.6972
C (-3.824, 1.295, -1.607)  -1.0875
C (-4.306, 1.121, -2.897)  -0.7742
C (-3.424, 0.950, -3.953)  -0.7993
C (-2.057, 0.940, -3.715)  -1.0852
C (-1.572, 1.100, -2.427)  -0.1525
C (-3.224, 1.835, 1.340)  0.8066
C (-3.830, 3.084, 1.180)  -0.2881
C (-4.966, 3.419, 1.898)  -0.7766
C (-5.513, 2.510, 2.794)  -0.5999
C (-4.920, 1.269, 2.961)  -0.8911
C (-3.785, 0.931, 2.236)  -0.4868
H (1.113, 6.384, 0.509)  0.4321
H (0.334, 5.280, 2.585)  0.4272
H (-0.940, 3.190, 2.468)  0.4158
H (-0.711, 3.298, -1.815)  0.4241
H (0.574, 5.382, -1.687)  0.4623
H (-4.524, 1.417, -0.792)  0.3871
H (-5.374, 1.118, -3.074)  0.4392
H (-3.801, 0.818, -4.960)  0.4027
H (-1.363, 0.795, -4.534)  0.4514
H (-0.505, 1.064, -2.241)  0.3168
H (-3.409, 3.804, 0.489)  0.4953
H (-5.421, 4.392, 1.760)  0.4276
H (-6.397, 2.772, 3.361)  0.3954
H (-5.337, 0.554, 3.659)  0.4528
H (-3.347, -0.047, 2.374)  0.2799


The records above give, respectively, E_LUMO values of -5.6183; -0.1413 eV.
The records above give, respectively, orbital gap values of 6.620; 7.596 eV.
The records above give, respectively, ΔE to the lowest compared entry with this formula, charge and spin values of 75.4; 0.0 kJ/mol.